[1]
44
Properties=species:S:1:pos:R:3 method="wB97M-V/def2-TZVPD" homo_ha=-0.3462 e_tot_ha=-1629.8843 smiles="O=C(NC1CCN(S(=O)(=O)c2cccc(F)c2)CC1)c1ccc(F)cc1" largest_force_ev_per_a=1.10
O -2.23905 0.81274 1.11502
C -2.86082 0.07863 0.37657
N -2.29033 -0.88295 -0.39264
C -0.85842 -1.12864 -0.46785
C -0.26581 -1.45554 0.90548
C 1.22168 -1.77119 0.75278
N 1.94542 -0.70561 0.09541
S 2.49843 0.55325 1.05488
O 2.62481 0.06749 2.39508
O 1.78861 1.77481 0.81322
C 4.14511 0.72847 0.35473
C 4.50807 1.88838 -0.30104
C 5.78071 1.99829 -0.84131
C 6.67821 0.95056 -0.72447
C 6.28456 -0.19941 -0.05908
F 7.15690 -1.21807 0.05133
C 5.02107 -0.33061 0.48839
C 1.38466 -0.28553 -1.16810
C -0.09901 0.06598 -1.05526
C -4.34942 0.17110 0.24325
C -4.93309 1.42366 0.41349
C -6.30158 1.58451 0.31696
C -7.08138 0.46949 0.06514
F -8.41797 0.61146 -0.03219
C -6.53165 -0.79185 -0.08177
C -5.15896 -0.93589 0.00646
H -2.87271 -1.35430 -1.06424
H -0.72750 -1.99639 -1.12776
H -0.78323 -2.30760 1.34938
H -0.38741 -0.59101 1.55834
H 1.68276 -1.90273 1.73141
H 1.36103 -2.68389 0.16116
H 3.78949 2.68951 -0.36939
H 6.07569 2.90123 -1.35299
H 7.67355 1.01303 -1.13544
H 4.72277 -1.22238 1.01356
H 1.95628 0.58207 -1.50037
H 1.52973 -1.09999 -1.88806
H -0.49527 0.32480 -2.03906
H -0.21161 0.92186 -0.38914
H -4.29170 2.26530 0.62498
H -6.76727 2.54944 0.43882
H -7.17590 -1.63907 -0.25689
H -4.72942 -1.92343 -0.07878

---

[2]
46
Properties=species:S:1:pos:R:3 method="wB97M-V/def2-TZVPD" homo_ha=-0.2943 e_tot_ha=-1693.5475 largest_force_ev_per_a=15.91
O 3.08098 -2.70799 -3.26365
S 2.89537 -1.59231 -2.34720
O 3.98861 -1.47483 -1.46797
N 2.54548 -0.21642 -3.29683
C 2.94052 -0.05684 -4.82627
H 3.01541 -1.14549 -5.10268
C 4.68222 0.36977 -4.73172
H 4.73451 0.35080 -5.91570
O 4.64081 1.45050 -4.24143
C 4.28492 1.47844 -2.76961
H 4.50677 2.22382 -2.34835
C 2.86303 0.85966 -2.72223
H 2.55847 1.00186 -1.66067
H 2.18364 1.66917 -2.95304
H 4.89404 0.70872 -2.36360
H 5.27632 -0.47811 -4.25423
H 2.40860 0.64620 -5.19984
C 1.62691 -1.73251 -1.39988
C 1.47360 -1.59111 -0.03856
C 0.54846 -1.64082 0.77664
C -0.76269 -1.98982 -0.00719
C -0.61054 -2.35374 -1.19717
C 0.38739 -2.26461 -1.96831
H 0.51348 -2.41925 -2.98347
H -1.89486 -2.73581 -1.86733
H -1.70877 -2.04333 0.74049
C 0.48983 -1.09260 2.13218
N -0.45980 -0.32175 2.46893
N 0.13570 1.10822 2.49418
N -1.01506 1.85552 2.73629
C -2.14254 0.84996 2.75258
N -1.74500 -0.29687 2.48735
C -3.46989 1.35126 3.03766
C -3.72691 2.85353 3.08445
C -5.00608 3.20687 3.33808
C -6.06699 2.01017 3.54421
C -5.90927 0.82209 3.18798
C -4.30825 0.44666 3.28070
H -4.21880 -0.65341 2.97114
H -6.44972 -0.00898 3.39829
F -7.25931 2.70104 3.82007
H -5.03571 4.11787 3.60269
H -2.83859 3.47443 3.03276
H 0.19912 -1.99754 2.71576
H 1.51197 -1.07308 2.37824
H 2.43426 -1.12827 0.42240

---

[3]
48
Properties=species:S:1:pos:R:3 method="wB97M-V/def2-TZVPD" homo_ha="-0.4235 / -0.4249" spin_multiplicity=2 e_tot_ha=-1689.5458 largest_force_ev_per_a=4.16 total_charge=+1
Ir 0.35210 -0.14583 1.17524
N -1.34125 -0.93983 -1.98127
C -0.39631 -1.79824 -1.53204
N -0.14723 -3.00685 -2.02704
N 0.80550 -3.48894 -1.29159
N 1.17710 -2.67169 -0.38039
N 0.44170 -1.57414 -0.48523
C -1.65188 0.23176 -1.38088
N -2.49584 1.14006 -1.86128
N -2.50605 2.09752 -0.98387
N -1.74839 1.84738 0.01430
N -1.16068 0.67929 -0.18916
H -1.84949 -1.20028 -2.81632
C 3.52519 1.88859 1.90296
P 2.45783 0.94826 0.75632
C 3.67006 -0.06488 -0.15607
C 1.78183 2.18332 -0.39483
C 1.55199 1.87601 -1.73780
C 0.89099 2.78015 -2.54994
C 0.43260 3.98481 -2.02860
C 0.67052 4.30167 -0.69888
C 1.32624 3.40094 0.11734
H 2.95144 2.59809 2.49195
H 4.27830 2.42789 1.32686
H 4.02301 1.19786 2.57994
H 4.35347 0.58032 -0.70721
H 3.18312 -0.75624 -0.83923
H 4.23667 -0.65502 0.56259
H 1.89188 0.93402 -2.14335
H 0.71652 2.54136 -3.58889
H -0.13154 4.66076 -2.65277
H 0.32249 5.23922 -0.29219
H 1.47998 3.64119 1.15824
C -0.68391 -0.94924 3.05394
C -1.50743 -1.69372 2.17675
C -2.74199 -1.15681 1.67776
C -3.49027 -1.84701 0.76690
C -3.07680 -3.12141 0.32863
C -1.92603 -3.71815 0.88086
C -1.16136 -3.02852 1.78076
C -3.77883 -3.76421 -0.70794
N -4.31153 -4.23958 -1.60549
H 0.07150 -1.48764 3.61989
H -1.10988 -0.07327 3.53448
H -3.07019 -0.18540 2.02038
H -4.39643 -1.42092 0.36162
H -1.64207 -4.71010 0.56296
H -0.26662 -3.48255 2.18155

---

[4]
38
Properties=species:S:1:pos:R:3 method="wB97M-V/def2-TZVPD" homo_ha=-0.2783 e_tot_ha=-806.2217 smiles=Cc1c[nH]c2ccccc12.Cc1c[nH]c2ccccc12 largest_force_ev_per_a=1.94
C 2.71260 -2.08770 1.02973
C 2.16906 -0.99598 0.16231
C 2.43080 0.33291 0.21083
N 1.73182 0.98724 -0.79368
C 1.13790 0.04627 -1.59238
C 0.39803 0.19864 -2.76990
C -0.18301 -0.94607 -3.26789
C 0.08861 -2.22527 -2.75810
C 0.81154 -2.36522 -1.57820
C 1.36514 -1.21184 -1.01860
H 3.44161 -1.68689 1.73256
H 3.14266 -2.89068 0.43816
H 1.92168 -2.50095 1.65609
H 3.16683 0.83905 0.81429
H 1.46598 1.95419 -0.76108
H -0.02525 1.15569 -3.04552
H -0.93377 -0.90629 -4.04718
H -0.10147 -3.11725 -3.34462
H 1.07192 -3.37623 -1.28976
C -0.22775 1.57856 3.47541
C -0.85960 0.75832 2.41032
C -1.03130 -0.59549 2.41915
N -1.56289 -1.00980 1.21996
C -1.66910 0.06351 0.38045
C -2.31370 0.20948 -0.84646
C -2.49547 1.47185 -1.35098
C -1.98794 2.60934 -0.68199
C -1.37648 2.49030 0.53641
C -1.29015 1.19647 1.12008
H -0.73835 2.54359 3.56785
H 0.78971 1.90344 3.23706
H -0.25338 1.11851 4.46092
H -0.89415 -1.28219 3.23801
H -1.67046 -1.97228 0.95348
H -2.55829 -0.64730 -1.46588
H -2.92595 1.57990 -2.33574
H -2.03013 3.58232 -1.15157
H -0.71735 3.19786 1.03647

---

[5]
38
Properties=species:S:1:pos:R:3 method="wB97M-V/def2-TZVPD" homo_ha="-0.3565 / -0.3565" spin_multiplicity=2 e_tot_ha=-805.8277 largest_force_ev_per_a=4.59 total_charge=+1
C 4.10222 3.30171 -0.45913
C 1.81433 2.42431 -1.19673
C 2.73854 2.95334 -0.37961
C 1.01686 2.06599 0.87538
C 2.24310 2.77806 0.93908
C 0.17956 1.84551 1.93557
C 2.47111 3.41874 2.10487
C 0.61451 2.37185 3.16597
C 1.67349 3.22689 3.20711
N 0.78674 1.74598 -0.51716
H 1.82842 2.45644 -2.25608
H -0.13084 1.53958 -0.90028
H 4.64040 3.17038 -1.37250
H 4.75044 2.91256 0.30631
H -0.71408 1.09071 1.92334
H 3.51852 3.77803 2.33263
H 0.09473 2.26922 4.13584
H 1.95606 3.60672 4.21608
H 4.10854 4.34339 -0.22976
C -2.93842 -2.84310 1.65022
C -1.98971 -2.06475 -1.84861
C -1.71905 -2.89543 -0.70072
C -2.77680 -2.56776 0.22186
C -3.70630 -1.69174 -0.34113
C -1.40213 -2.14333 -3.12340
C -0.38042 -3.13845 -3.20547
C -0.60307 -3.62825 -0.75280
C 0.02590 -3.71524 -1.98449
N -3.11925 -1.40740 -1.58689
H -3.58989 -1.04648 -2.43001
H -1.74976 -1.53767 -3.86101
H -4.82493 -1.59174 -0.14458
H 0.13619 -3.42124 -4.07005
H -0.29743 -4.32399 0.07068
H -3.67310 -3.79611 1.63772
H -3.61942 -2.16804 2.18060
H 0.70643 -4.53611 -1.96474
H -2.17150 -2.78260 2.42193

---

[6]
44
Properties=species:S:1:pos:R:3 method="wB97M-V/def2-TZVPD" homo_ha=-0.3180 e_tot_ha=-1903.4792 smiles="Cc1cc(OCCNc2ccncc2)cc(OS(=O)(=O)c2cccs2)c1" largest_force_ev_per_a=3.23
C -0.32261 -5.03899 0.09869
C 0.11788 -3.59946 -0.02630
C 0.16186 -3.01611 -1.28111
C 0.77016 -1.76234 -1.45136
O 0.80997 -1.29666 -2.77650
C 1.53988 -0.10586 -3.14394
C 0.68011 1.10682 -3.07090
N -0.12546 1.27367 -1.83590
C -0.07159 2.44769 -1.15796
C -0.35611 3.62804 -1.80859
C -0.34000 4.80479 -1.13319
N 0.00858 4.87185 0.14986
C 0.31920 3.71221 0.78455
C 0.33534 2.49131 0.15333
C 1.28892 -1.09888 -0.32273
C 1.22429 -1.64436 0.95249
O 1.74105 -0.94969 2.03169
S 0.76993 -0.80119 3.41882
O 0.58142 -2.09770 4.10142
O 1.28610 0.22118 4.34107
C -0.80370 -0.18173 2.75841
C -1.15884 1.13326 2.78647
C -2.46891 1.29337 2.20822
C -3.08273 0.10159 1.84853
S -2.01646 -1.28242 2.08971
C 0.60837 -2.88644 1.06444
H 0.50356 -5.68398 -0.11018
H -0.68438 -5.28482 1.11536
H -1.14063 -5.20204 -0.62757
H -0.18479 -3.58457 -2.12208
H 2.41955 0.01220 -2.54032
H 1.89613 -0.28115 -4.18200
H 1.28395 1.99176 -3.29758
H -0.05388 1.07296 -3.86417
H -0.23344 0.40141 -1.30115
H -0.70782 3.63675 -2.83583
H -0.61762 5.70155 -1.69909
H 0.53929 3.72085 1.86648
H 0.60507 1.57623 0.68056
H 1.77630 -0.15638 -0.42546
H -0.56033 1.95877 3.13335
H -2.97230 2.25490 2.08874
H -4.01370 -0.06925 1.32815
H 0.64841 -3.38917 2.01355